Entry 1:
DFT (ωB97M-V/def2-TZVPD) results for a 9-piece molecular cluster, C42H111N9O12 overall at a distorted geometry.

Multiplicity: 2
LUMO level (alpha / beta) in eV: 2.13 / 2.13
Net charge: -1
Max |F| in Eh/bohr: 0.076
Relative energy (zero: lowest compared OMol25 entry of this formula, charge and spin) in kcal/mol: 38.9

```
174
C42H111N9O12 (ωB97M-V/def2-TZVPD)
C 3.073 -0.713 -5.915
O 3.746 0.130 -6.837
C 4.034 -0.487 -8.088
C 4.783 0.517 -8.990
N 5.874 1.223 -8.200
C 6.449 2.353 -8.996
C 7.351 1.690 -10.110
O 7.711 2.706 -11.064
C 8.606 2.319 -12.142
H 3.289 -1.735 -6.225
H 1.997 -0.609 -6.058
H 3.301 -0.425 -4.889
H 3.042 -0.851 -8.358
H 4.545 -1.447 -8.019
H 4.063 1.257 -9.339
H 5.118 -0.180 -9.759
H 5.423 1.594 -7.376
H 7.184 2.871 -8.381
H 5.673 2.948 -9.478
H 6.802 0.968 -10.713
H 8.327 1.394 -9.725
H 9.603 2.444 -11.717
H 8.536 2.944 -13.032
H 8.610 1.286 -12.492
C 5.514 4.387 7.467
O 4.910 4.054 6.280
C 3.539 4.416 6.426
C 3.217 5.784 5.785
N 4.184 6.411 4.885
C 4.360 5.612 3.612
C 3.060 5.314 2.756
O 2.107 4.355 3.183
C 1.253 3.552 2.316
H 6.544 4.128 7.714
H 5.076 3.778 8.258
H 5.254 5.426 7.666
H 3.087 4.315 7.412
H 3.134 3.604 5.822
H 3.260 6.508 6.598
H 2.220 5.786 5.344
H 5.096 6.498 5.310
H 4.947 4.710 3.784
H 4.968 6.149 2.884
H 3.435 5.012 1.778
H 2.553 6.252 2.531
H 1.957 3.092 1.623
H 0.705 4.204 1.635
H 0.576 2.866 2.826
C -2.636 -3.714 0.995
O -2.905 -2.419 1.258
C -2.183 -1.730 2.270
C -0.908 -1.049 1.650
N -1.399 0.055 0.887
C -0.294 0.851 0.264
C 0.445 0.407 -0.980
O -0.409 0.319 -2.112
C 0.205 -0.273 -3.265
H -3.399 -4.173 0.367
H -2.666 -4.339 1.887
H -1.667 -3.954 0.556
H -1.981 -2.422 3.088
H -2.691 -0.938 2.820
H -0.460 -1.760 0.957
H -0.263 -0.715 2.463
H -1.932 -0.419 0.172
H 0.479 0.947 1.026
H -0.769 1.820 0.116
H 1.074 -0.471 -0.836
H 1.156 1.217 -1.142
H 1.135 0.216 -3.555
H -0.422 -0.219 -4.155
H 0.310 -1.349 -3.127
C -1.853 -3.457 6.988
C -0.330 -2.969 6.879
C 0.745 -4.076 6.515
O 0.802 -4.898 7.660
C 1.852 -4.611 8.463
N -0.294 -1.942 5.908
H -2.507 -2.768 7.524
H -2.031 -4.397 7.510
H -2.242 -3.421 5.971
H -0.018 -2.428 7.772
H 1.705 -3.803 6.076
H 0.242 -4.652 5.738
H 2.838 -4.834 8.056
H 1.604 -5.170 9.365
H 1.886 -3.593 8.852
H -1.220 -1.586 5.718
H 0.149 -1.079 6.189
C -1.576 5.202 -2.390
C -0.584 4.164 -2.768
C -0.910 3.445 -4.067
O -2.275 3.146 -4.162
C -2.488 1.968 -4.980
N 0.633 4.895 -3.008
H -2.437 4.717 -1.930
H -1.923 5.908 -3.144
H -1.222 5.833 -1.575
H -0.455 3.425 -1.977
H -0.314 2.532 -4.062
H -0.557 4.003 -4.934
H -2.357 1.099 -4.336
H -1.993 1.885 -5.948
H -3.542 1.960 -5.257
H 0.272 5.716 -3.472
H 1.204 5.221 -2.241
C 1.908 -3.842 1.907
C 1.630 -5.369 1.708
C 1.173 -6.228 3.023
O 2.014 -6.209 4.171
C 3.235 -6.862 3.970
N 0.676 -5.561 0.690
H 2.913 -3.693 2.303
H 1.383 -3.550 2.817
H 1.811 -3.165 1.058
H 2.485 -5.800 1.187
H 0.967 -7.254 2.716
H 0.191 -5.865 3.328
H 3.776 -6.891 4.915
H 3.877 -6.364 3.243
H 2.942 -7.870 3.676
H 0.697 -5.165 -0.239
H 0.653 -6.556 0.515
C -6.317 -0.863 0.959
C -6.023 -1.292 -0.495
C -5.375 -0.045 -1.204
O -6.163 1.154 -1.250
C -5.319 2.191 -1.849
N -5.020 -2.396 -0.455
H -6.945 -1.659 1.359
H -7.055 -0.060 0.931
H -5.370 -0.735 1.483
H -6.831 -1.562 -1.176
H -5.109 -0.289 -2.232
H -4.439 0.050 -0.653
H -6.035 3.012 -1.883
H -5.146 1.939 -2.896
H -4.401 2.452 -1.323
H -5.494 -3.046 0.155
H -4.234 -2.189 0.143
C -2.983 3.452 2.077
C -2.953 3.050 3.536
C -4.291 3.572 4.228
O -4.351 5.004 4.278
C -5.718 5.421 4.504
N -2.951 1.574 3.484
H -2.101 2.970 1.657
H -3.030 4.525 1.888
H -3.868 3.016 1.612
H -2.016 3.364 3.996
H -4.194 3.131 5.220
H -5.210 3.128 3.844
H -6.313 5.426 3.591
H -5.784 6.496 4.667
H -6.262 5.037 5.367
H -2.363 1.233 2.737
H -2.879 1.132 4.389
C -1.797 -3.267 -3.040
C -3.203 -3.946 -3.418
C -3.591 -5.227 -2.597
O -2.663 -6.073 -3.331
C -2.782 -7.466 -3.152
N -4.265 -2.968 -3.280
H -1.152 -3.929 -2.462
H -1.802 -2.304 -2.530
H -1.327 -3.122 -4.013
H -3.199 -4.197 -4.478
H -4.589 -5.665 -2.578
H -3.179 -5.130 -1.592
H -1.943 -7.983 -3.617
H -3.747 -7.886 -3.436
H -2.683 -7.713 -2.095
H -4.280 -2.379 -2.460
H -4.304 -2.424 -4.130
```

=====

Entry 2:
DFT (ωB97M-V/def2-TZVPD) results for a 3-piece molecular cluster, C10H20O4S overall at a distorted geometry.

Multiplicity: 1
LUMO level in eV: 0.80
Max |F| in Eh/bohr: 0.025
SMILES: O=S1(=O)CCCC1.CC(C)=O.CC(C)=O
Relative energy (zero: lowest compared OMol25 entry of this formula, charge and spin) in kcal/mol: 0.0

```
35
C10H20O4S (ωB97M-V/def2-TZVPD)
O -0.772 0.374 2.464
S 0.299 1.324 2.589
O 1.689 0.903 2.472
C 0.063 2.808 1.517
C -0.416 3.907 2.473
C 0.323 3.696 3.798
C 0.145 2.224 4.168
H -0.650 2.512 0.753
H 1.052 3.009 1.116
H -0.178 4.900 2.090
H -1.500 3.835 2.551
H -0.010 4.405 4.555
H 1.398 3.872 3.706
H -0.828 2.031 4.618
H 0.913 1.805 4.815
C -2.319 -2.592 -2.609
C -1.756 -3.998 -2.572
C -1.785 -4.748 -3.905
O -1.330 -4.519 -1.578
H -2.158 -2.206 -3.614
H -1.895 -1.890 -1.895
H -3.400 -2.669 -2.470
H -2.014 -4.095 -4.738
H -2.510 -5.563 -3.923
H -0.801 -5.219 -3.957
C 2.617 0.406 -0.567
C 1.305 -0.095 -1.135
C 1.357 -1.350 -2.008
O 0.252 0.485 -0.974
H 3.392 0.182 -1.301
H 2.847 -0.182 0.327
H 2.562 1.439 -0.245
H 1.808 -1.173 -2.981
H 0.350 -1.742 -2.099
H 1.951 -2.075 -1.441
```

=====

Entry 3:
DFT (ωB97M-V/def2-TZVPD) results for C20H48CaO14V as an isolated structure at a distorted geometry.

Multiplicity: 1
LUMO level in eV: 1.86
Net charge: -1
Max |F| in Eh/bohr: 0.107

```
84
C20H48CaO14V (ωB97M-V/def2-TZVPD)
O -31.744 -10.795 -1.414
V -32.675 -9.811 -2.265
O -32.221 -9.794 -3.790
Ca -35.418 -7.752 -0.753
C -32.671 -7.564 -0.678
O -33.417 -6.531 -0.499
O -31.918 -7.744 -1.702
O -33.227 -8.640 -0.295
C -35.338 -10.142 -2.269
O -34.864 -9.053 -2.717
O -36.195 -9.985 -1.339
O -34.564 -11.141 -2.420
C -40.258 -12.095 -0.160
C -39.098 -11.524 -0.947
C -39.557 -10.932 -2.283
O -38.538 -10.471 -0.135
H -40.029 -12.447 0.847
H -40.811 -12.871 -0.690
H -40.940 -11.260 0.047
H -38.293 -12.252 -1.092
H -39.981 -11.733 -2.893
H -38.717 -10.463 -2.793
H -40.343 -10.190 -2.132
H -37.622 -10.385 -0.478
C -36.028 -8.097 3.859
C -35.329 -8.466 2.545
C -35.795 -9.795 2.010
O -35.637 -7.436 1.578
H -37.109 -8.175 3.744
H -35.843 -7.081 4.215
H -35.694 -8.788 4.637
H -34.239 -8.472 2.634
H -35.582 -10.612 2.697
H -35.267 -10.052 1.086
H -36.855 -9.787 1.750
H -35.373 -6.565 1.887
C -39.992 -7.169 -0.772
C -38.782 -6.861 0.097
C -39.077 -7.070 1.577
O -37.734 -7.799 -0.260
H -40.474 -8.095 -0.464
H -39.725 -7.204 -1.829
H -40.696 -6.334 -0.704
H -38.430 -5.833 -0.013
H -39.982 -6.550 1.904
H -38.298 -6.630 2.204
H -39.066 -8.130 1.832
H -38.200 -8.657 -0.358
C -34.496 -13.245 -5.505
C -33.759 -14.050 -4.448
C -32.823 -15.084 -5.046
O -32.954 -13.155 -3.679
H -35.167 -13.903 -6.067
H -33.744 -12.858 -6.201
H -34.999 -12.366 -5.109
H -34.480 -14.514 -3.762
H -32.002 -14.667 -5.625
H -33.460 -15.668 -5.727
H -32.456 -15.836 -4.348
H -33.490 -12.426 -3.329
C -36.681 -14.658 0.141
C -35.876 -13.413 -0.225
C -34.436 -13.418 0.253
O -35.874 -13.376 -1.659
H -36.380 -15.528 -0.444
H -37.739 -14.447 -0.012
H -36.520 -14.952 1.183
H -36.423 -12.532 0.142
H -33.958 -14.378 0.044
H -34.333 -13.324 1.341
H -33.881 -12.619 -0.225
H -35.392 -12.561 -1.912
C -34.918 -9.947 -7.592
C -34.517 -9.422 -6.226
C -33.461 -8.337 -6.333
O -35.662 -8.770 -5.642
H -35.313 -9.177 -8.259
H -35.719 -10.686 -7.515
H -34.048 -10.388 -8.082
H -34.219 -10.246 -5.575
H -32.535 -8.734 -6.765
H -33.218 -7.933 -5.353
H -33.758 -7.536 -7.013
H -35.545 -8.814 -4.679
```